No. 1
{"formula": "C22H46BNO17", "method": "ωB97M-V/def2-TZVPD", "e_tot_ev": -60537.6951, "homo_lumo_gap_ev": 10.10, "species": ["C", "N", "C", "B", "O", "O", "C", "O", "O", "C", "C", "C", "O", "H", "H", "H", "H", "H", "H", "H", "H", "H", "H", "H", "H", "H", "H", "C", "C", "O", "C", "O", "O", "C", "H", "H", "H", "H", "H", "H", "H", "H", "C", "C", "O", "C", "O", "O", "C", "H", "H", "H", "H", "H", "H", "H", "H", "C", "C", "O", "C", "O", "O", "C", "H", "H", "H", "H", "H", "H", "H", "H", "C", "C", "O", "C", "O", "O", "C", "H", "H", "H", "H", "H", "H", "H", "H"], "positions_angstrom": [[3.8851, -0.3953, 2.9399], [3.6317, -1.6332, 3.6595], [3.7656, -2.8047, 2.8034], [4.2617, -1.7237, 4.9318], [4.2950, -0.6501, 5.7688], [4.8274, -2.9450, 5.3945], [6.1684, -2.9514, 5.5540], [6.7134, -2.9082, 6.6513], [6.8471, -3.0544, 4.3797], [7.5245, -1.8391, 4.0436], [8.2173, -1.9874, 2.7122], [8.7332, -0.6300, 2.2440], [10.1118, -0.4490, 2.5477], [3.1577, -0.2894, 2.1392], [3.7681, 0.4772, 3.5669], [4.8707, -0.3678, 2.4726], [3.4812, -3.7036, 3.3263], [3.0801, -2.6993, 1.9665], [4.7621, -2.9094, 2.3810], [4.6699, -0.8926, 6.6169], [6.8045, -1.0273, 3.9515], [8.2254, -1.5842, 4.8336], [9.0438, -2.6814, 2.7747], [7.4918, -2.3523, 1.9935], [8.5940, -0.5086, 1.1785], [8.1743, 0.1745, 2.7189], [10.1726, 0.0124, 3.3787], [-2.2230, -4.1404, 3.3990], [-2.8170, -2.7665, 3.1742], [-2.2667, -1.8058, 4.0877], [-1.0673, -1.3395, 3.7553], [-0.4429, -1.6261, 2.7674], [-0.6810, -0.4815, 4.6955], [0.6198, 0.0713, 4.4790], [-2.3359, -4.4413, 4.4411], [-2.7162, -4.8766, 2.7644], [-1.1575, -4.1461, 3.1692], [-3.8864, -2.7836, 3.3728], [-2.6766, -2.4319, 2.1477], [0.7002, 0.5029, 3.4836], [1.3833, -0.6914, 4.6179], [0.7583, 0.8542, 5.2190], [-6.1048, -3.9526, -2.7831], [-5.4923, -2.7378, -2.1212], [-4.6004, -3.1092, -1.0557], [-3.3917, -3.4998, -1.4377], [-2.9888, -3.5518, -2.5712], [-2.6989, -3.8310, -0.3523], [-1.3833, -4.3285, -0.6145], [-6.5858, -4.5888, -2.0393], [-6.8487, -3.6460, -3.5175], [-5.3452, -4.5458, -3.2904], [-6.2624, -2.1324, -1.6483], [-4.9684, -2.1103, -2.8413], [-0.8275, -3.6438, -1.2501], [-1.4382, -5.3123, -1.0777], [-0.8903, -4.4064, 0.3499], [-3.5176, 2.7024, -4.9478], [-2.3019, 2.3673, -5.7836], [-1.4368, 1.4388, -5.1150], [-1.8163, 0.1634, -5.1760], [-2.7795, -0.2601, -5.7588], [-0.9362, -0.5612, -4.4963], [-1.2389, -1.9647, -4.4434], [-3.2154, 3.0533, -3.9609], [-4.1061, 3.4827, -5.4294], [-4.1505, 1.8259, -4.8114], [-1.6973, 3.2577, -5.9440], [-2.5835, 1.9742, -6.7597], [-1.3869, -2.3677, -5.4432], [-2.1154, -2.1449, -3.8319], [-0.3792, -2.4480, -3.9875], [-1.7030, 7.7863, -1.8510], [-3.1867, 7.6612, -1.5804], [-3.9627, 8.3993, -2.5359], [-4.1349, 7.8010, -3.7099], [-3.7277, 6.7137, -4.0199], [-4.8451, 8.6156, -4.4875], [-5.0738, 8.1188, -5.8075], [-1.4133, 8.8363, -1.9010], [-1.1327, 7.3018, -1.0590], [-1.4390, 7.3206, -2.7995], [-3.4354, 8.0967, -0.6149], [-3.5055, 6.6198, -1.5705], [-5.5033, 7.1203, -5.7795], [-4.1436, 8.1083, -6.3731], [-5.7749, 8.8034, -6.2746]], "forces_ev_per_angstrom": [[-0.784, 0.183, -0.406], [1.361, -0.271, 0.455], [-0.561, 0.291, -0.481], [-0.642, -0.171, -0.117], [0.074, 0.217, -0.130], [0.456, 0.002, -0.117], [0.962, -0.236, 2.286], [-1.150, 0.013, -2.337], [-0.585, 0.083, 0.240], [0.426, 0.030, -0.113], [-0.328, 0.350, -0.004], [0.277, 0.028, 0.364], [0.010, -0.154, -0.425], [-0.140, -0.026, -0.199], [0.081, 0.076, 0.355], [0.248, -0.084, 0.018], [0.101, -0.234, 0.241], [-0.172, 0.035, -0.141], [0.307, -0.091, 0.065], [0.148, 0.055, 0.309], [-0.323, 0.114, 0.121], [0.141, 0.017, 0.198], [0.171, -0.229, -0.070], [-0.140, -0.240, -0.147], [0.193, -0.070, -0.303], [-0.303, 0.127, 0.000], [0.151, 0.173, 0.349], [0.210, -0.003, 0.071], [-0.208, -0.353, -0.221], [-0.095, 0.019, 0.025], [-0.124, 0.102, 0.060], [0.154, -0.088, -0.156], [0.045, 0.088, 0.048], [0.232, 0.164, 0.111], [-0.101, -0.013, -0.009], [-0.046, 0.027, -0.014], [-0.008, 0.028, -0.063], [0.010, 0.136, 0.145], [0.116, 0.036, 0.019], [-0.025, -0.088, -0.056], [0.009, -0.029, -0.125], [-0.154, -0.040, 0.081], [0.140, -0.171, 0.066], [-0.294, 0.100, -0.244], [-0.070, 0.106, 0.077], [-0.121, -0.077, 0.083], [-0.009, -0.178, 0.032], [0.088, -0.016, 0.108], [0.183, -0.046, 0.120], [-0.075, 0.055, 0.005], [-0.014, 0.032, 0.003], [0.017, 0.057, -0.045], [0.057, -0.017, 0.143], [0.108, -0.066, 0.011], [-0.042, 0.001, -0.067], [-0.011, 0.036, -0.088], [-0.085, 0.036, 0.056], [-0.040, -0.181, 0.164], [-0.198, 0.319, -0.150], [0.065, 0.069, 0.006], [0.131, 0.057, -0.009], [-0.195, -0.076, -0.061], [0.124, -0.148, 0.047], [0.079, -0.062, -0.032], [0.023, 0.108, -0.038], [0.032, 0.040, -0.004], [0.000, -0.016, -0.084], [0.119, -0.051, 0.082], [-0.011, -0.127, 0.044], [-0.063, 0.068, -0.023], [0.012, 0.071, -0.156], [0.057, 0.131, 0.040], [0.009, 0.064, -0.209], [0.219, -0.132, 0.299], [-0.049, 0.057, 0.086], [-0.043, 0.146, 0.053], [0.080, -0.234, -0.095], [-0.071, 0.051, -0.068], [-0.088, 0.029, -0.163], [0.000, 0.010, 0.091], [-0.015, -0.001, 0.029], [-0.024, -0.065, 0.021], [-0.089, 0.106, -0.057], [-0.017, -0.007, -0.126], [0.060, -0.044, 0.030], [0.021, -0.080, 0.019], [0.008, 0.074, 0.077]]}


No. 2
{"formula": "C36H40N3", "method": "ωB97M-V/def2-TZVPD", "total_charge": 1, "e_tot_ev": -42444.5256, "de_lowest_kj_mol": 108.2, "homo_lumo_gap_ev": 6.50, "species": ["C", "C", "C", "C", "C", "C", "C", "C", "C", "C", "C", "C", "C", "C", "C", "N", "C", "C", "H", "H", "H", "H", "H", "H", "H", "H", "H", "H", "H", "H", "H", "H", "H", "H", "H", "H", "H", "C", "N", "C", "C", "C", "C", "C", "C", "C", "C", "C", "C", "C", "C", "N", "C", "C", "C", "C", "C", "C", "H", "H", "H", "H", "H", "H", "H", "H", "H", "H", "H", "H", "H", "H", "H", "H", "H", "H", "H", "H", "H"], "positions_angstrom": [[0.1722, -7.1385, 0.7806], [1.0612, -6.2464, 1.3870], [0.8138, -4.8721, 1.3459], [-0.3130, -4.3804, 0.6790], [-0.5921, -2.8639, 0.7063], [-1.6798, -2.5268, 1.7326], [-1.8175, -1.1754, 2.0586], [-2.6308, -0.7564, 3.1070], [-3.4386, -1.6973, 3.7553], [-3.3643, -3.0441, 3.3948], [-2.4896, -3.4656, 2.3884], [-0.9566, -2.2960, -0.6769], [-0.1715, -2.8725, -1.8498], [-0.4750, -1.9105, -3.0102], [-1.2663, -0.7594, -2.3858], [-0.8319, -0.8065, -0.9599], [-1.2018, -5.2694, 0.0644], [-0.9598, -6.6501, 0.1190], [0.3548, -8.2125, 0.8300], [1.9535, -6.6100, 1.8993], [1.4818, -4.1609, 1.8425], [0.3445, -2.3715, 1.0060], [-1.2276, -0.4491, 1.4922], [-2.6186, 0.2957, 3.3931], [-4.1225, -1.3694, 4.5379], [-3.9796, -3.7842, 3.9042], [-2.4433, -4.5230, 2.1197], [-2.0340, -2.5225, -0.8374], [0.8984, -2.8510, -1.5913], [-0.4375, -3.9154, -2.0612], [0.4629, -1.5588, -3.4487], [-1.0526, -2.3963, -3.8052], [-1.1216, 0.2194, -2.8422], [-2.3386, -1.0204, -2.4278], [-1.4496, -0.2618, -0.3545], [-2.1057, -4.8866, -0.4247], [-1.6623, -7.3330, -0.3589], [2.5877, 5.8842, -4.6384], [1.9263, 4.6024, -4.6660], [1.5864, 3.9916, -5.9364], [1.0169, 2.6062, -5.5497], [1.2028, 2.5275, -4.0765], [1.7065, 3.7668, -3.6188], [1.9439, 3.9696, -2.2477], [1.6251, 2.9339, -1.3798], [1.0417, 1.6840, -1.8015], [0.6261, 0.6390, -0.8321], [0.3774, 1.1660, 0.5229], [0.9212, 0.5089, 1.6511], [0.7258, 1.0614, 2.9067], [0.0278, 2.2812, 3.0451], [0.0929, 2.7145, 4.3308], [-0.3662, 3.9993, 4.7991], [0.8280, 1.7976, 5.1832], [1.1796, 0.6182, 4.2499], [-0.5648, 2.9267, 1.9462], [-0.4130, 2.3427, 0.6996], [0.9820, 1.4754, -3.2045], [2.6701, 6.2515, -3.6086], [3.5996, 5.8184, -5.0715], [2.0201, 6.6098, -5.2374], [0.8500, 4.6002, -6.4813], [2.4778, 3.9015, -6.5779], [-0.0445, 2.5547, -5.8257], [1.5315, 1.8050, -6.0892], [2.3670, 4.9122, -1.8902], [1.8216, 3.0977, -0.3178], [1.2409, -0.2696, -0.9053], [1.4799, -0.4242, 1.5410], [-0.3040, 4.7496, 4.0014], [-1.4100, 3.9603, 5.1449], [0.2595, 4.3188, 5.6417], [1.7316, 2.2841, 5.5829], [0.2154, 1.4797, 6.0379], [0.6578, -0.2939, 4.5766], [2.2543, 0.4063, 4.2744], [-1.0919, 3.8718, 2.0925], [-0.8801, 2.8159, -0.1683], [0.7384, 0.4954, -3.6126]], "forces_ev_per_angstrom": [[-0.043, 0.231, -0.024], [-0.080, 0.083, -0.009], [-0.259, -0.064, -0.209], [-0.026, 0.497, -0.114], [-0.038, -0.276, 0.028], [-0.005, 0.176, 0.136], [0.122, 0.053, 0.182], [-0.198, -0.275, -0.285], [0.200, 0.111, 0.050], [0.028, 0.179, -0.207], [0.185, 0.225, -0.019], [-0.264, -0.401, -0.414], [0.268, -0.074, 0.085], [0.199, -0.084, -0.508], [-0.723, -0.585, 0.388], [-1.645, 0.551, -0.580], [0.198, -0.351, 0.187], [0.060, 0.406, 0.027], [-0.032, 0.312, -0.041], [-0.304, 0.026, -0.142], [-0.144, -0.335, -0.177], [-0.170, -0.129, 0.135], [-0.222, -0.240, 0.653], [-0.234, -0.244, -0.060], [0.217, -0.164, -0.118], [0.084, 0.214, -0.124], [0.080, 0.363, 0.215], [0.381, 0.182, 0.041], [-0.213, -0.102, -0.109], [0.072, 0.393, 0.075], [-0.132, -0.035, -0.070], [0.164, 0.173, 0.153], [-0.016, -0.130, 0.185], [0.266, 0.280, -0.052], [-0.125, -0.350, -0.354], [0.361, -0.209, 0.134], [0.209, 0.124, 0.158], [0.119, 0.101, 0.034], [-0.079, 0.232, 0.419], [0.009, -0.244, -0.365], [-0.139, -0.137, -0.975], [0.218, -0.525, 0.986], [-0.025, -0.002, 0.029], [0.092, -0.305, -0.272], [-0.952, -0.241, 0.367], [-0.273, 0.292, -0.718], [3.125, 0.222, 1.854], [-0.434, -0.124, -0.760], [-0.252, 0.457, 0.862], [-0.017, -0.175, -1.348], [0.269, 0.351, 0.190], [-0.304, 0.160, -0.497], [-0.235, 0.078, 0.121], [0.198, -0.140, 0.293], [0.392, -0.566, 0.740], [-0.033, -0.044, 0.185], [0.459, -0.395, -0.082], [-0.028, 0.606, -0.381], [-0.056, -0.060, -0.339], [-0.215, -0.015, 0.147], [0.091, -0.118, 0.229], [0.189, -0.087, 0.148], [-0.149, 0.073, 0.182], [0.201, -0.091, 0.126], [-0.103, 0.063, 0.083], [-0.074, -0.504, 0.020], [-0.160, -0.142, -0.359], [-0.107, 0.708, 0.303], [-0.103, 0.309, -0.039], [0.092, -0.151, 0.199], [0.200, 0.019, -0.031], [-0.121, -0.026, -0.243], [-0.222, -0.041, -0.081], [0.129, 0.073, -0.174], [0.125, 0.191, -0.183], [-0.199, -0.034, -0.012], [0.031, -0.407, -0.214], [0.240, -0.191, 0.242], [-0.122, 0.299, 0.097]]}


No. 3
{"formula": "C18H24N5O9", "method": "ωB97M-V/def2-TZVPD", "total_charge": -1, "e_tot_ev": -44914.5014, "de_lowest_kj_mol": 251.0, "homo_lumo_gap_ev": 6.57, "species": ["N", "O", "O", "O", "C", "C", "C", "C", "C", "C", "N", "O", "O", "H", "H", "H", "H", "H", "C", "C", "C", "C", "C", "C", "N", "O", "O", "H", "H", "H", "H", "H", "C", "O", "N", "C", "C", "H", "H", "H", "H", "H", "H", "H", "C", "O", "N", "C", "C", "H", "H", "H", "H", "H", "H", "H"], "positions_angstrom": [[-47.6238, 38.3735, 42.1988], [-48.5281, 37.9573, 41.3599], [-47.6181, 39.4651, 42.6362], [-46.8382, 37.4931, 42.6003], [-48.8360, 34.2472, 38.7761], [-48.2302, 35.2522, 39.8640], [-46.7812, 35.6224, 39.7084], [-45.9777, 35.1631, 38.4433], [-46.7363, 34.2828, 37.3363], [-48.1254, 33.8427, 37.7088], [-44.5715, 35.4262, 38.1719], [-43.8222, 35.6346, 39.1341], [-44.1809, 35.4374, 37.0163], [-49.8695, 33.8432, 38.8237], [-48.9426, 35.6081, 40.7115], [-46.2465, 36.0912, 40.3490], [-46.2368, 34.2079, 36.3904], [-48.6536, 33.1958, 36.9863], [-50.8431, 37.3914, 44.2756], [-52.0961, 38.2142, 44.7670], [-53.3506, 37.5390, 45.2221], [-53.2109, 35.9172, 45.4124], [-51.9638, 35.1928, 44.8025], [-50.7837, 36.0504, 44.4312], [-54.3559, 35.1925, 46.0654], [-54.3673, 33.9475, 46.0468], [-55.2011, 35.8834, 46.6220], [-49.7575, 37.9893, 43.9887], [-52.0244, 39.2841, 44.5950], [-54.1468, 38.2513, 45.6119], [-51.7070, 34.1463, 44.9578], [-49.8038, 35.6045, 43.9166], [-47.0712, 35.0796, 47.8389], [-47.3361, 33.9708, 48.3813], [-47.0769, 35.3939, 46.4767], [-46.7726, 36.8567, 45.9940], [-47.3466, 34.3243, 45.5659], [-46.8633, 36.0665, 48.5678], [-46.4771, 36.7825, 45.0538], [-45.8956, 37.0819, 46.6106], [-47.7280, 37.1834, 46.2402], [-46.4045, 33.8802, 45.4185], [-47.6181, 34.7824, 44.7981], [-48.2990, 33.8369, 45.6880], [-45.9395, 39.1799, 39.0057], [-46.3260, 39.5091, 37.9162], [-44.6280, 39.4787, 39.5984], [-44.2123, 38.9658, 40.8965], [-43.6016, 40.3364, 38.7762], [-46.5270, 38.8468, 39.6747], [-45.0043, 39.3048, 41.7660], [-43.1647, 39.2363, 41.0681], [-44.1511, 37.9677, 40.8354], [-43.1332, 41.0961, 39.4526], [-44.2462, 41.1276, 38.3600], [-43.0853, 39.5870, 38.4144]], "forces_ev_per_angstrom": [[-2.152, -4.984, -1.889], [0.884, 1.228, 0.651], [0.116, 3.859, 1.045], [1.127, -0.298, 0.378], [1.093, 3.042, 3.875], [1.259, -1.768, -2.648], [-4.710, -5.661, -7.280], [-6.143, -2.699, -1.064], [-0.403, 3.103, 5.903], [3.391, 0.361, -2.861], [0.728, 0.691, 0.942], [-0.976, -0.165, -0.619], [-0.403, -0.211, 0.205], [0.784, 0.685, 0.503], [1.954, -0.438, -1.595], [2.973, 3.459, 4.597], [-0.027, -0.589, -0.193], [0.514, 0.335, 0.294], [-0.235, 4.398, 1.702], [-0.280, -4.394, -0.813], [4.523, -1.541, 0.036], [2.928, 2.171, -2.703], [-1.177, 4.347, 2.573], [-0.569, -2.631, -1.893], [0.485, -0.775, -0.189], [0.223, 2.029, -0.127], [0.675, -0.507, -0.544], [-3.662, -1.597, 0.582], [-0.330, -0.143, 0.281], [0.765, -1.776, -0.543], [-0.882, 0.092, -0.096], [-2.348, 0.378, 1.615], [-0.506, 0.471, 1.131], [0.842, 2.930, -1.957], [0.353, 0.135, 3.649], [0.092, -4.147, 5.298], [1.114, -1.262, 4.908], [-0.302, -2.239, -1.903], [0.748, 0.107, -4.448], [-0.641, 0.944, -0.016], [-1.034, 2.386, -0.131], [0.490, -1.926, -0.456], [-1.432, 4.017, -7.530], [0.246, -1.346, 1.329], [6.906, 3.943, -2.314], [0.441, 0.096, -0.834], [-1.200, 1.264, -2.291], [-2.056, 3.718, 1.372], [-5.557, 3.573, 5.166], [-4.443, -3.266, 5.132], [2.313, -0.854, -1.898], [-0.424, 0.645, 0.300], [-0.289, -3.961, 0.223], [0.583, -1.550, 0.173], [0.306, -1.243, -1.821], [3.322, -2.434, -3.208]]}